Record 1
# C2H4OY

C2H4OY as an isolated structure (wB97M-V/def2-TZVPD, the Open Molecules 2025 dataset).

XYZ file:
```
8
C2H4OY (wB97M-V/def2-TZVPD)
O -0.0207 -1.3492 1.5332
Y -1.2977 -1.9027 0.0060
C 0.6071 0.1772 0.2752
C -0.2558 0.7185 -0.7024
H 0.6343 0.7843 1.1902
H 1.4886 -0.3487 -0.1168
H -1.0329 1.4358 -0.4224
H -0.1230 0.4847 -1.7630
```

Calculated total energy (hartree): -191.3342
Spin multiplicity: 2
Total charge: +2
HOMO energy (spin up / spin down) (eV): -19.93 / -20.61
⟨S²⟩: 0.7963
Orbital gap (spin up / spin down) (eV): 8.65 / 7.94

***

Record 2
# C2H4P2

One molecule with the formula C2H4P2 (wB97M-V/def2-TZVPD, the Open Molecules 2025 dataset).

XYZ file:
```
8
C2H4P2 (wB97M-V/def2-TZVPD)
P -1.0145 1.2376 -0.0047
C 0.3593 0.0950 0.4957
C 0.9597 -0.8832 -0.4071
P 2.1102 0.2882 -0.1742
H -2.0084 0.4775 0.6307
H -1.2628 0.6326 -1.2407
H 0.2053 -0.1097 1.6674
H 0.6512 -1.7380 -0.9672
```

SMILES string: P[C@H]1C=P1
Calculated total energy (hartree): -761.1987
Relative energy (zero: lowest compared OMol25 entry of this formula, charge and spin) (eV): 1.528
Total charge: 0
HOMO energy (eV): -8.67
Orbital gap (eV): 8.59

***

Record 3
# C2H4P2

One molecule with the formula C2H4P2 (wB97M-V/def2-TZVPD, the Open Molecules 2025 dataset).

XYZ file:
```
8
C2H4P2 (wB97M-V/def2-TZVPD)
P -1.1268 -0.9803 0.3886
C 0.2934 -0.0471 -0.3332
C 1.0762 0.9145 0.5429
P 2.0896 -0.3576 0.3267
H -1.2911 -1.5316 -0.8598
H -2.1308 -0.0268 0.2977
H 0.1432 0.0922 -1.4217
H 0.9462 1.9367 1.0587
```

SMILES string: P[C@H]1C=P1
Calculated total energy (hartree): -761.1969
Relative energy (zero: lowest compared OMol25 entry of this formula, charge and spin) (eV): 1.578
Total charge: 0
HOMO energy (eV): -8.94
Orbital gap (eV): 8.95